1.
ORCA calculation (ωB97M-V/def2-TZVPD) on the ion C8H16N3 with charge +1.

The largest force on an atom comes out at 4.9 eV Å⁻¹. For the electronic energy, the calculation gives -478.275519 hartree. For the molar mass, the calculation gives 154.24 g/mol. Its orbital gap is 0.291 hartree.

The geometry in ORCA input format:
```
! RIJCOSX wB97M-V def2-TZVPD def2/J DEFGRID3
* xyz 1 1
C 0.25278 2.70688 -0.14259
C -0.94554 1.98301 0.09191
C 3.09750 -0.52038 1.10987
C 2.60005 -0.49828 -1.48185
C -2.28499 -0.41000 -1.06821
C -2.83864 -0.12946 1.49896
C 2.05225 -0.35282 -0.08321
C -1.66974 -0.28472 0.35426
N 1.30534 1.96501 -0.20425
N 1.26428 0.75842 0.12871
N -0.77721 0.77719 0.32375
H 0.38220 3.74693 -0.37466
H -1.89545 2.55950 0.17965
H 2.83751 0.05194 2.01523
H 4.05527 -0.23686 0.75676
H 3.16507 -1.60324 1.44462
H 3.43106 -1.22964 -1.36140
H 3.05781 0.42245 -1.88693
H 1.91284 -0.85466 -2.15564
H -3.19194 0.21229 -1.15069
H -2.84031 -1.37307 -1.17400
H -1.73116 -0.13058 -1.97627
H -3.81285 0.18942 1.19267
H -2.44792 0.44666 2.31720
H -2.88595 -1.06506 2.09702
H 1.33177 -1.32672 0.04414
H -1.33692 -1.30261 0.66363
*
```

=====

2.
ORCA calculation (ωB97M-V/def2-TZVPD) on a cluster of 2 separate species, C8H16N3 in total.

The largest force on an atom comes out at 5.9 eV Å⁻¹. For the electronic energy, the calculation gives -478.314611 hartree. For the molar mass, the calculation gives 154.24 g/mol. Its orbital gap is 0.312 hartree.

The geometry in ORCA input format:
```
! RIJCOSX wB97M-V def2-TZVPD def2/J DEFGRID3
* xyz 1 1
C 2.85344 -0.51313 0.76555
C 2.96863 -1.45848 -0.21758
C 2.83771 1.15526 0.61287
C 0.38963 1.77279 0.68081
C -1.24966 -1.35245 -0.29433
C -2.54459 0.82087 -0.96906
C -3.44364 -0.63242 0.69581
C -2.36360 -0.34546 -0.24681
N 1.51611 1.43078 0.83167
N -0.83655 2.17708 0.52789
N 3.13690 -1.21992 -1.49648
H 2.78430 -0.72509 1.80456
H 3.02102 -2.52545 0.21268
H 3.48888 1.59998 1.37745
H -0.58444 -1.07226 0.53330
H -0.75339 -1.38938 -1.30189
H -1.73196 -2.30227 -0.13115
H -1.67133 1.63037 -0.03854
H -1.96975 1.02278 -1.93020
H -3.47531 1.34868 -0.82358
H 3.18129 1.54334 -0.47612
H -4.36135 -0.95198 0.17183
H -3.86396 0.24579 1.14981
H -3.15871 -1.38530 1.45750
H -1.19593 3.09864 0.76003
H 3.16494 -0.19502 -1.72308
H 3.86130 -1.77776 -1.93292
*
```

=====

3.
ORCA calculation (ωB97M-V/def2-TZVPD) on a cluster of 2 separate species, C8H16N3O5 in total.

The largest force on an atom comes out at 5.6 eV Å⁻¹. For the electronic energy, the calculation gives -854.599510 hartree. For the molar mass, the calculation gives 234.23 g/mol. Its orbital gap is 0.284 hartree.

The geometry in ORCA input format:
```
! RIJCOSX wB97M-V def2-TZVPD def2/J DEFGRID3
* xyz 1 1
N 1.17352 1.05833 -0.04354
C 1.35084 2.42385 -0.07956
N 2.58822 2.93917 0.07946
N 0.30935 3.28240 -0.24152
C -0.67565 2.74773 -1.22326
C -1.69237 1.75041 -0.56612
C -3.07686 2.33662 -0.48688
O -3.87538 2.14476 -1.27629
O -3.34390 3.12673 0.61427
H 1.48466 0.73573 0.87159
H 1.79459 0.58345 -0.71902
H 2.73528 3.55345 0.87049
H 3.30605 2.79639 -0.61731
H -0.17941 3.39106 0.65453
H -0.19236 2.18539 -2.00666
H -1.22913 3.58078 -1.62449
H -1.69620 0.80905 -1.09230
H -1.38542 1.52386 0.45015
H -3.69368 2.53405 1.29423
C 0.52074 -4.85970 1.15460
C 0.65873 -3.38340 0.87511
C -0.49988 -2.76047 0.13933
O 0.13782 -1.63722 -0.49891
C 1.42671 -1.98686 -0.71077
O 2.18054 -1.36049 -1.39630
O 1.74204 -3.11313 -0.04326
H 1.48974 -5.29591 1.39367
H -0.15694 -5.02969 1.99049
H 0.13504 -5.39140 0.28388
H 0.87579 -2.84461 1.80261
H -1.30499 -2.43696 0.79454
H -0.90747 -3.40338 -0.64275
*
```

=====

4.
ORCA calculation (ωB97M-V/def2-TZVPD) on a cluster of 2 separate species, C8H16N4O2 in total.

The largest force on an atom comes out at 2.3 eV Å⁻¹. For the electronic energy, the calculation gives -683.911536 hartree. For the molar mass, the calculation gives 200.24 g/mol. Its orbital gap is 0.310 hartree.

The geometry in ORCA input format:
```
! RIJCOSX wB97M-V def2-TZVPD def2/J DEFGRID3
* xyz 0 1
C -1.53244 -0.03291 -3.09942
C -0.16452 -0.11646 -2.45636
C 1.00035 -0.15570 -3.41602
N -0.00435 -0.21195 -1.20008
C 0.09709 0.74355 -0.13281
C 0.82261 2.03159 -0.49026
N 2.26065 1.81101 -0.35254
C 2.42929 0.77454 0.59171
O 3.50455 0.40311 0.98897
C 1.07784 0.18728 0.92773
H -2.01972 -0.99888 -2.95405
H -2.13127 0.75237 -2.63953
H -1.47450 0.12616 -4.17608
H 1.27477 0.88757 -3.60991
H 0.76111 -0.63357 -4.36424
H 1.84018 -0.64133 -2.92442
H -0.82854 0.95613 0.41730
H 0.54975 2.50448 -1.43380
H 0.56880 2.77874 0.26762
H 2.75765 1.55302 -1.19558
H 1.23671 -0.87176 0.70984
H 0.75855 0.20511 1.96800
C -1.55164 -0.98958 3.54858
O -1.42945 0.22111 3.49001
N -1.90248 -1.74311 2.46026
N -1.33927 -1.69093 4.70461
H -2.00136 -2.73946 2.48532
H -2.05438 -1.25923 1.59513
H -1.07652 -1.16501 5.51618
H -1.42946 -2.68590 4.77385
*
```

=====

5.
ORCA calculation (ωB97M-V/def2-TZVPD) on the ion C8H16N7 with charge +1.

The largest force on an atom comes out at 4.7 eV Å⁻¹. For the electronic energy, the calculation gives -697.333441 hartree. For the molar mass, the calculation gives 210.27 g/mol. Its orbital gap is 0.261 hartree.

The geometry in ORCA input format:
```
! RIJCOSX wB97M-V def2-TZVPD def2/J DEFGRID3
* xyz 1 1
C -2.82825 1.14058 0.54173
C -2.34406 1.63318 -0.73076
C -1.80074 -1.45690 -0.30138
C 2.87716 0.82049 0.22602
C 2.98211 -0.48272 -0.53636
C 1.61630 1.74887 0.04107
C 1.87652 -1.43907 -0.06622
C 0.44207 1.33485 0.95977
N -1.83366 1.11950 1.35020
N -1.08172 1.78601 -0.70088
N -2.20299 -1.04362 -1.42353
N -0.81525 1.53462 0.60763
N -2.77922 -1.70780 0.64928
N -0.50145 -1.66584 0.12586
N 0.58455 -0.89462 -0.29857
H -3.89101 0.94265 0.81426
H -3.04104 2.02427 -1.47894
H 2.93827 0.35462 1.21218
H 3.73555 1.36142 0.12720
H 2.95151 -0.28561 -1.60829
H 3.95652 -0.80542 -0.34068
H 1.78654 2.75851 0.34693
H 1.23508 1.57043 -0.92895
H 1.85625 -2.44484 -0.61458
H 1.96705 -1.64051 1.03355
H 0.53430 1.06316 1.91652
H -1.53232 -0.96898 -2.18422
H -3.71613 -1.40404 0.25802
H -2.69021 -2.62218 1.05186
H -0.63079 -1.69194 1.18820
H 0.34905 -0.63909 -1.23690
*
```

=====

6.
ORCA calculation (ωB97M-V/def2-TZVPD) on the ion C8H16NO with charge +1.

The largest force on an atom comes out at 4.1 eV Å⁻¹. For the electronic energy, the calculation gives -443.988027 hartree. For the molar mass, the calculation gives 142.22 g/mol. Its orbital gap (spin up / spin down) is 0.235 / 0.235 hartree.

The geometry in ORCA input format:
```
! RIJCOSX wB97M-V def2-TZVPD def2/J DEFGRID3
* xyz 1 1
C -0.06212 0.52464 0.61041
C -1.03443 -2.11397 0.20566
C -1.15477 -1.01590 -0.88189
C 1.25022 -1.60155 -0.05082
C 1.19502 -0.11919 -0.06123
C 2.41749 0.42419 0.80255
C 1.49900 0.44809 -1.47511
C -2.62025 0.82396 0.31630
N -1.31516 0.31656 -0.24220
O 0.34816 -2.45782 0.29110
H -0.17694 -0.07757 1.57524
H 0.06216 1.57345 0.75225
H -1.32547 -1.78925 1.15925
H -1.55449 -2.98366 -0.07430
H -1.82099 -1.15554 -1.82374
H 2.22836 -2.09321 -0.36482
H 3.29803 -0.13796 0.52913
H 2.29895 0.37948 1.91536
H 2.64341 1.49569 0.58187
H 0.90877 1.42403 -1.56390
H 1.11759 -0.14059 -2.36100
H 2.55886 0.58100 -1.74652
H -2.67550 0.54348 1.36650
H -2.88514 1.92071 0.17181
H -3.54577 0.38739 -0.00770
H -1.12871 0.89861 -0.98201
*
```

=====

7.
ORCA calculation (ωB97M-V/def2-TZVPD) on the ion C8H16NO with charge +1.

The largest force on an atom comes out at 5.9 eV Å⁻¹. For the electronic energy, the calculation gives -444.079335 hartree. For the molar mass, the calculation gives 142.22 g/mol. Its orbital gap is 0.310 hartree.

The geometry in ORCA input format:
```
! RIJCOSX wB97M-V def2-TZVPD def2/J DEFGRID3
* xyz 1 1
C -0.50599 -0.52624 0.24614
C 0.77845 0.19010 0.29935
C -1.54192 -0.08698 -0.46620
C 1.90432 -0.41740 -0.11595
C -0.57247 -1.59679 1.35776
C 0.56898 1.57845 0.69914
C -1.49231 1.04784 -1.47672
C 3.32010 0.09978 -0.13077
N -2.86941 -0.64131 -0.50792
O 1.85630 -1.75736 -0.54213
H 0.42715 -1.77307 1.77395
H -0.87540 -2.63680 0.92372
H -1.22562 -1.24024 2.11894
H 1.48501 1.84442 1.18896
H -0.25013 1.61649 1.49725
H 0.40977 2.40766 -0.08835
H -1.57803 2.01310 -1.15256
H -2.20746 0.76662 -2.22263
H -0.53075 0.92478 -1.90641
H 3.39133 1.12493 -0.21428
H 3.84000 -0.32255 -1.02630
H 3.63615 -0.14093 0.83081
H -2.66742 -1.21751 -1.39267
H -3.43223 0.10760 -0.60814
H -3.06262 -1.20306 0.30934
H 2.67908 -1.99162 -1.08463
*
```

=====

8.
ORCA calculation (ωB97M-V/def2-TZVPD) on the molecule C8H16NOP.

The largest force on an atom comes out at 4.4 eV Å⁻¹. For the electronic energy, the calculation gives -785.718139 hartree. For the molar mass, the calculation gives 173.20 g/mol. Its orbital gap is 0.331 hartree.

The geometry in ORCA input format:
```
! RIJCOSX wB97M-V def2-TZVPD def2/J DEFGRID3
* xyz 0 1
C -1.65450 0.24077 0.21904
C -1.65786 -0.98267 -0.24203
C -0.56561 1.17680 -0.21220
C -2.65306 -2.06240 0.09956
C 0.05695 2.15687 0.76074
C -1.11384 1.98713 -1.48963
C 3.09121 -0.56254 -0.46337
C 1.66280 -1.31083 1.22696
N 1.73363 -0.80334 -0.06607
O -0.64880 -1.30117 -1.03188
P 0.61653 -0.15478 -1.19990
H -2.37414 0.44722 0.93510
H -3.06135 -2.49571 -0.85874
H -3.43985 -1.59921 0.67438
H -2.24750 -2.90942 0.66668
H -0.61465 2.97125 0.93779
H 1.04418 2.49683 0.52970
H 0.19435 1.78204 1.87979
H -0.46327 2.82237 -1.69756
H -2.13945 2.41999 -1.25760
H -1.22808 1.42585 -2.38239
H 3.60347 0.18469 0.14377
H 3.60898 -1.51094 -0.54257
H 3.15988 -0.07373 -1.53233
H 2.05004 -2.36567 1.28404
H 2.29345 -0.76186 1.77159
H 0.74646 -1.21755 1.84717
*
```

=====

9.
ORCA calculation (ωB97M-V/def2-TZVPD) on the ion C8H16NS2 with charge +1.

The largest force on an atom comes out at 3.7 eV Å⁻¹. For the electronic energy, the calculation gives -1165.214992 hartree. For the molar mass, the calculation gives 190.36 g/mol. Its orbital gap is 0.327 hartree.

The geometry in ORCA input format:
```
! RIJCOSX wB97M-V def2-TZVPD def2/J DEFGRID3
* xyz 1 1
C 2.53605 -0.25440 1.31213
C 3.56166 -0.69252 0.63310
C 1.10515 -0.18762 0.85896
C 0.23285 -1.41879 1.34260
C -2.84668 0.27653 -0.35321
C 1.55258 0.82411 -1.25842
C -1.42996 0.75991 -0.49978
C -0.60345 -0.26765 -1.11304
N 0.86917 -0.30395 -0.62066
S 3.62586 -1.35507 -1.04484
S 1.68942 -1.86418 -1.29915
H 2.63253 0.18048 2.22453
H 4.52884 -0.71735 1.18507
H 0.66977 0.71488 1.28800
H 0.54535 -2.18870 0.63984
H -0.77369 -1.10991 1.32709
H 0.53058 -1.61101 2.37594
H -3.04119 -0.28732 -1.25692
H -2.97302 -0.34882 0.58586
H -3.57612 1.08406 -0.27146
H 0.92700 1.77404 -1.47232
H 2.39053 1.10478 -0.60655
H 2.00608 0.66678 -2.26494
H -0.95376 0.94397 0.44674
H -1.37855 1.64940 -1.19977
H -1.06313 -1.27315 -1.06418
H -0.43542 -0.24154 -2.14299
*
```

=====

10.
ORCA calculation (ωB97M-V/def2-TZVPD) on a cluster of 2 separate species, C8H16O2 in total.

The largest force on an atom comes out at 0.8 eV Å⁻¹. For the electronic energy, the calculation gives -464.688323 hartree. For the molar mass, the calculation gives 144.21 g/mol. Its orbital gap is 0.306 hartree.

The geometry in ORCA input format:
```
! RIJCOSX wB97M-V def2-TZVPD def2/J DEFGRID3
* xyz 0 1
C 1.52482 -1.83712 0.50979
C 1.09841 1.81531 1.20149
C 0.91680 0.99404 -0.02806
C 1.73808 0.91674 -1.07690
O 0.66730 -0.91361 1.06184
H 2.35840 -1.35419 -0.04106
H 1.03023 -2.49646 -0.23277
H 1.96645 -2.49280 1.27356
H 0.64643 1.31949 2.05752
H 0.66093 2.81178 1.07889
H 2.16436 1.93244 1.40002
H 2.73635 1.32324 -1.00094
H 1.47753 0.39512 -1.98594
C -1.18821 1.42839 -1.32843
C -1.97194 -0.75950 1.24132
C -1.06120 -0.78417 0.06049
C -1.17380 -1.58725 -1.00121
O -0.52873 0.69723 -0.25796
H -0.89288 2.47126 -1.24616
H -0.88647 1.01925 -2.28995
H -2.25777 1.30233 -1.18024
H -2.42369 -1.74301 1.37475
H -1.42183 -0.51646 2.14744
H -2.77936 -0.03190 1.10735
H -1.84391 -2.43393 -0.96458
H -0.55631 -1.47624 -1.88027
*
```

=====

11.
ORCA calculation (ωB97M-V/def2-TZVPD) on the molecule C8H16O2.

The largest force on an atom comes out at 2.5 eV Å⁻¹. For the electronic energy, the calculation gives -464.872570 hartree. For the molar mass, the calculation gives 144.21 g/mol. Its orbital gap is 0.383 hartree.

The geometry in ORCA input format:
```
! RIJCOSX wB97M-V def2-TZVPD def2/J DEFGRID3
* xyz 0 1
C 1.39948 0.97290 -0.19159
C 2.66319 0.12235 -0.22484
C 0.04738 -1.02574 -1.31116
O 0.56199 -2.12114 -1.08068
H 0.20659 -0.50126 -2.26937
H 1.16137 1.38402 -1.17869
H 1.66965 1.86487 0.38886
H 3.54230 0.75986 -0.37025
H 2.67606 -0.58680 -1.05423
H 2.80610 -0.43899 0.70234
C 0.33029 -0.13995 1.91976
C -1.88310 0.53373 -1.19468
C -1.76808 -1.40444 0.36810
C -0.03091 0.52490 0.59749
C -0.92814 -0.33109 -0.34760
O -0.67376 1.74812 0.92651
H -0.66819 2.33552 0.15243
H 1.00814 0.49866 2.49624
H -0.55773 -0.26162 2.55042
H 0.78053 -1.12243 1.75083
H -1.35131 1.33318 -1.72156
H -2.66148 0.99292 -0.57429
H -2.37825 -0.07487 -1.95940
H -2.41368 -0.96070 1.13224
H -1.13952 -2.16295 0.84415
H -2.39892 -1.93906 -0.35103
*
```

=====

12.
ORCA calculation (ωB97M-V/def2-TZVPD) on the ion C8H16O4P with charge -1.

The largest force on an atom comes out at 9.1 eV Å⁻¹. As for the expectation value of S²: 2.0074. For the electronic energy, the calculation gives -956.707870 hartree. For the molar mass, the calculation gives 207.19 g/mol. Its orbital gap (spin up / spin down) is 0.160 / 0.238 hartree.

The geometry in ORCA input format:
```
! RIJCOSX wB97M-V def2-TZVPD def2/J DEFGRID3
* xyz -1 3
C 1.44534 -1.91828 1.59413
C 0.63952 -0.88753 1.81837
C 2.70348 -2.18264 2.36287
C -1.25624 -1.61631 0.31391
C -2.03901 1.77905 -1.10440
C -0.01439 2.24794 -2.50449
C -0.51769 -0.48317 0.99139
C -0.74279 1.21014 -1.64972
O 0.88631 1.94415 0.48616
O 1.58143 -0.04286 -1.03209
O -1.41025 0.35956 1.69326
O -1.01633 0.04916 -2.41154
P 0.53253 0.74861 -0.33205
H 1.24165 -2.61138 0.79011
H 0.88344 -0.18521 2.60950
H 2.69055 -1.67344 3.32429
H 3.56330 -1.81685 1.79898
H 2.84203 -3.25283 2.52493
H -2.12311 -1.23448 -0.21859
H -0.59936 -2.10547 -0.39869
H -1.58673 -2.34596 1.05621
H -2.51128 1.07418 -0.42640
H -1.82872 2.69911 -0.56476
H -2.72457 1.99019 -1.92848
H 0.90169 1.79865 -2.89746
H 0.26028 3.09750 -1.87770
H -0.63793 2.58728 -3.33727
H -0.97341 1.22432 1.69371
H -0.18974 -0.45343 -2.37418
*
```